{
  "formula": "C23H44MoN3O2P2",
  "method": "wB97M-V/def2-TZVPD",
  "species": ["Mo", "P", "P", "N", "C", "H", "H", "C", "H", "H", "C", "H", "H", "C", "H", "H", "C", "C", "H", "H", "H", "C", "C", "H", "H", "H", "C", "C", "H", "H", "H", "C", "C", "H", "H", "H", "C", "C", "H", "H", "H", "C", "H", "H", "H", "C", "H", "H", "H", "C", "H", "H", "H", "H", "H", "H", "H", "O", "H", "H", "N", "C", "O", "C", "C", "C", "C", "N", "C", "H", "H", "H", "H", "H", "H"],
  "xyz": [[0.3588, -0.1225, 0.3458], [0.0714, -2.0068, -1.1646], [0.2077, 2.2410, 0.7870], [1.5430, 0.5457, -1.3596], [1.6527, -1.8388, -2.0863], [2.3651, -2.5517, -1.6444], [1.4866, -2.1675, -3.1238], [2.3118, -0.4540, -2.0854], [3.3043, -0.4827, -1.6131], [2.4846, -0.0974, -3.1164], [2.0933, 1.8962, -1.3160], [1.6901, 2.5214, -2.1407], [3.1608, 1.7878, -1.5329], [1.9076, 2.5090, 0.0750], [2.1165, 3.5846, 0.0213], [2.6477, 2.0849, 0.7798], [0.4127, 3.0127, 2.4686], [0.8444, 1.9752, 3.5091], [1.7825, 1.4716, 3.2501], [0.0722, 1.2080, 3.6616], [1.0073, 2.4846, 4.4686], [-0.8240, 3.3954, -0.2169], [-2.3198, 3.2445, 0.0871], [-2.8893, 3.6410, -0.7647], [-2.6100, 3.7978, 0.9895], [-2.6170, 2.1977, 0.2259], [-1.2449, -2.4171, -2.3974], [-2.5110, -2.9442, -1.7172], [-3.3133, -3.0065, -2.4666], [-2.8409, -2.2858, -0.9021], [-2.3674, -3.9512, -1.3080], [0.3670, -3.5696, -0.1687], [-0.7481, -3.8582, 0.8472], [-0.3073, -4.0918, 1.8262], [-1.3385, -4.7376, 0.5499], [-1.4362, -3.0148, 1.0121], [-1.4269, -0.3150, 0.9560], [-0.3317, 4.8549, -0.1319], [0.5147, 5.0122, 0.5514], [-0.0044, 5.1884, -1.1266], [-1.1452, 5.5248, 0.1780], [-0.7782, -3.2900, -3.5772], [-1.6427, -3.8058, -4.0156], [-0.3646, -2.6648, -4.3782], [-0.0337, -4.0488, -3.3031], [0.6861, -4.8076, -1.0189], [0.9618, -5.6274, -0.3397], [-0.1786, -5.1493, -1.6052], [1.5453, -4.6565, -1.6843], [-0.8141, 3.7823, 2.9680], [-1.7193, 3.1637, 2.9427], [-0.6444, 4.0754, 4.0131], [-1.0051, 4.6978, 2.3981], [1.2434, 3.7283, 2.3300], [1.2810, -3.3163, 0.3989], [-0.6549, 3.0418, -1.2490], [-1.4920, -1.4267, -2.8117], [-2.5667, -0.4324, 1.2673], [0.4733, 0.5072, -1.7792], [-0.3868, -0.1305, -1.5332], [1.6741, -3.4783, 5.9072], [1.0245, -3.1370, 4.7486], [-0.0842, -3.5821, 4.4573], [1.8076, -2.2543, 3.8318], [3.2022, -2.1164, 3.8393], [3.8144, -1.4086, 2.8079], [3.0482, -0.8618, 1.7809], [1.6927, -0.9669, 1.8056], [1.0747, -1.6364, 2.8177], [1.1143, -3.9537, 6.5983], [2.4719, -2.9607, 6.2457], [3.7956, -2.5740, 4.6244], [4.8888, -1.2682, 2.7681], [3.4692, -0.3227, 0.9280], [-0.0179, -1.6592, 2.7736]],
  "e_tot_ha": -1967.35715,
  "relative_energy_kcal_mol": 25.5,
  "total_charge": 3,
  "spin_multiplicity": 3,
  "fmax_ha_per_bohr": 0.1748
}


{
  "formula": "C23H44N6O7PSSiY",
  "method": "wB97M-V/def2-TZVPD",
  "species": ["Y", "N", "C", "C", "N", "H", "H", "H", "H", "H", "H", "H", "H", "N", "C", "C", "C", "C", "C", "C", "S", "O", "O", "N", "C", "N", "C", "C", "C", "N", "H", "H", "H", "H", "H", "H", "H", "H", "H", "C", "C", "C", "C", "O", "P", "O", "O", "O", "C", "C", "C", "C", "H", "H", "H", "H", "H", "H", "H", "H", "H", "H", "H", "H", "H", "H", "H", "H", "H", "H", "C", "Si", "C", "C", "O", "H", "H", "H", "H", "H", "H", "H", "H", "H"],
  "xyz": [[0.8373, -0.0966, 0.0782], [2.5656, 1.7474, -0.5243], [2.3339, 3.0055, 0.1992], [1.9978, 2.6829, 1.6402], [0.8367, 1.7817, 1.6731], [3.3985, 1.2845, -0.1823], [2.6573, 1.9234, -1.5169], [1.4898, 3.5140, -0.2744], [3.1911, 3.6797, 0.1665], [1.8227, 3.6035, 2.1982], [2.8395, 2.1660, 2.1014], [-0.0172, 2.3041, 1.5205], [0.7303, 1.3319, 2.5794], [-6.3493, -3.2467, 3.6169], [-5.1265, -2.7010, 3.2663], [-3.9571, -3.4597, 3.3726], [-2.7417, -2.9386, 2.9803], [-2.6834, -1.6461, 2.4789], [-3.8360, -0.8737, 2.3670], [-5.0499, -1.4000, 2.7575], [-1.1678, -0.8750, 2.0923], [-0.7210, -0.1983, 3.2867], [-1.4112, 0.0402, 0.9510], [-0.0056, -1.8297, 1.6083], [-0.1488, -2.7092, 0.5329], [-1.1687, -3.5675, 0.4713], [-1.1876, -4.3918, -0.5693], [-0.2079, -4.3945, -1.5485], [0.7800, -3.4475, -1.4103], [0.8223, -2.6022, -0.3868], [-6.3425, -4.0599, 4.2060], [-7.1085, -2.6125, 3.7871], [-4.0108, -4.4711, 3.7606], [-1.8395, -3.5319, 3.0544], [-3.7775, 0.1328, 1.9673], [-5.9535, -0.8058, 2.6673], [-2.0282, -5.0774, -0.6166], [-0.2306, -5.0772, -2.3845], [1.5650, -3.3416, -2.1510], [2.8503, 1.6640, -4.1891], [1.4034, 1.2150, -4.2872], [0.6444, 2.0718, -5.2910], [1.3332, -0.2632, -4.6503], [0.8609, 1.4524, -2.9502], [-0.5444, 0.8200, -2.4655], [-1.5420, 0.8260, -3.5411], [-0.1958, -0.4916, -1.7734], [-0.8139, 1.8326, -1.2260], [-2.0687, 2.6035, -1.1332], [-3.2862, 1.6942, -1.2679], [-2.0455, 3.6808, -2.2066], [-2.0317, 3.2305, 0.2468], [3.3165, 1.6288, -5.1747], [3.4221, 1.0119, -3.5214], [2.9044, 2.6932, -3.8234], [1.1287, 2.0071, -6.2685], [0.6516, 3.1157, -4.9662], [-0.3908, 1.7414, -5.3777], [1.8006, -0.4186, -5.6242], [0.2980, -0.6090, -4.7050], [1.8617, -0.8642, -3.9066], [-3.4035, 1.3417, -2.2931], [-4.1770, 2.2575, -0.9810], [-3.1861, 0.8323, -0.6066], [-1.9932, 3.2312, -3.1990], [-1.1861, 4.3420, -2.0651], [-2.9588, 4.2768, -2.1416], [-2.0479, 2.4537, 1.0148], [-2.9105, 3.8626, 0.3814], [-1.1423, 3.8587, 0.3632], [2.7358, -0.3644, 3.8230], [3.4680, -1.0584, 2.2510], [5.2405, -0.4601, 2.1691], [3.4804, -2.9144, 2.4099], [2.6944, -0.5667, 0.9135], [3.1728, -0.8657, 4.6943], [1.6529, -0.5231, 3.8610], [2.9360, 0.7087, 3.9333], [5.8288, -0.7986, 3.0314], [5.2839, 0.6370, 2.1495], [5.7302, -0.8319, 1.2602], [3.9955, -3.2366, 3.3218], [3.9813, -3.3741, 1.5497], [2.4511, -3.2927, 2.4446]],
  "e_tot_ha": -2825.85214,
  "relative_energy_kcal_mol": 22.3,
  "total_charge": 0,
  "spin_multiplicity": 1,
  "fmax_ha_per_bohr": 0.0227
}


{
  "formula": "C23H44NOP3V",
  "method": "wB97M-V/def2-TZVPD",
  "species": ["V", "P", "P", "P", "H", "C", "C", "H", "C", "C", "C", "C", "C", "C", "C", "C", "C", "H", "H", "H", "H", "H", "H", "H", "H", "H", "H", "H", "H", "H", "H", "H", "H", "H", "H", "H", "H", "H", "H", "H", "H", "H", "H", "H", "H", "H", "C", "C", "C", "C", "C", "C", "O", "H", "H", "H", "H", "H", "H", "N", "C", "C", "C", "C", "C", "C", "H", "H", "H", "H", "H", "H", "H"],
  "xyz": [[0.0781, -0.5895, -0.0156], [0.4474, -2.1706, 1.6351], [0.6180, -1.8472, -1.8315], [-2.2353, -0.6582, 0.3716], [0.2231, 4.6412, 0.5724], [-0.5342, 4.2145, 1.2293], [-0.2159, 3.7517, 2.4493], [0.8002, 3.8519, 2.8562], [2.1843, -2.5013, 2.1070], [-0.1948, -3.8797, 1.4628], [-0.2477, -1.6384, 3.2564], [1.2533, -0.8257, -3.2119], [1.8547, -3.1886, -1.8766], [-0.8328, -2.6143, -2.6397], [-2.7546, 0.5627, 1.6648], [-3.1646, -2.1610, 0.9124], [-3.4206, -0.1778, -0.9405], [-1.5629, 4.2216, 0.8731], [-0.9374, 3.2604, 3.1195], [2.6422, -1.5848, 2.4973], [2.7539, -2.8322, 1.2314], [2.2082, -3.2800, 2.8811], [0.2401, -4.3467, 0.5718], [-1.2852, -3.8887, 1.3677], [0.0980, -4.4603, 2.3472], [0.0030, -0.5911, 3.4535], [0.1834, -2.2543, 4.0550], [-1.3380, -1.7365, 3.2783], [0.6843, -1.0839, -4.1132], [2.3093, -1.0609, -3.3701], [1.1565, 0.2491, -3.0231], [1.5086, -3.9580, -2.5795], [2.0214, -3.6375, -0.8919], [2.8051, -2.7804, -2.2416], [-0.4700, -3.1867, -3.5077], [-1.5252, -1.8284, -2.9724], [-1.3519, -3.2810, -1.9397], [-3.8486, 0.5392, 1.7847], [-2.4494, 1.5770, 1.3671], [-2.2773, 0.3370, 2.6272], [-4.2419, -1.9405, 0.9186], [-2.8840, -2.5081, 1.9120], [-2.9953, -2.9706, 0.1917], [-4.4429, -0.4545, -0.6391], [-3.1655, -0.6994, -1.8707], [-3.3699, 0.9051, -1.1032], [-1.1114, 2.1430, -2.4091], [-0.9362, 1.9522, -3.7784], [-1.7666, 2.6580, -4.6527], [-2.8281, 3.4176, -4.1577], [-2.9898, 3.5946, -2.7861], [-2.1209, 2.9695, -1.8876], [-0.2134, 1.5273, -1.5480], [-0.5969, 1.4533, -0.6042], [-0.1714, 1.2711, -4.1561], [-1.6186, 2.5800, -5.7244], [-3.5251, 3.8835, -4.8534], [-3.7703, 4.2484, -2.3899], [-2.2391, 3.0933, -0.8077], [1.9859, 0.5883, 0.0901], [2.8824, 0.8280, 1.2070], [2.3993, 0.9429, 2.5057], [3.3237, 1.1099, 3.5495], [4.6942, 1.1815, 3.2902], [5.1581, 1.1168, 1.9664], [4.2494, 0.9350, 0.9183], [2.4866, 0.0487, -0.6239], [1.8434, 1.4782, -0.3978], [1.3228, 0.9026, 2.6987], [2.9731, 1.2029, 4.5780], [5.4129, 1.2941, 4.1079], [6.2221, 1.2191, 1.7524], [4.6069, 0.8657, -0.1138]],
  "e_tot_ha": -2999.81515,
  "total_charge": 3,
  "spin_multiplicity": 3,
  "fmax_ha_per_bohr": 0.0851
}